Entry from the Open Molecules 2025 dataset: a single C5H10N2 molecule (ωB97M-V/def2-TZVPD).

Each line ends with the Löwdin charge.
Atoms and positions in Å:
C 0.265 -0.799 -0.812  -0.20
C -0.760 -0.571 -1.761  0.00
C 0.840 -0.252 0.350  -0.07
C -2.051 1.177 -0.121  -0.13
C -1.775 0.587 -1.486  -0.30
N 2.729 -0.443 1.808  0.06
N 1.700 -1.010 1.028  -0.09
H 0.740 -1.664 -1.056  0.02
H 0.675 0.763 0.607  0.11
H -1.869 0.506 0.599  0.01
H -3.077 1.476 0.170  0.08
H -1.375 2.016 -0.002  0.07
H -1.470 1.475 -2.114  0.12
H -2.621 0.286 -1.936  0.03
H 2.734 -0.887 2.702  0.08
H 3.544 -0.689 1.312  0.07
H 1.770 -1.970 0.710  0.15

Output
Frontier orbital gap   7.18 eV
Electronic energy   -305.81374 Eh
ΔE to the lowest compared entry with this formula, charge and spin   5.718 eV
Molecular weight   98.15 g/mol